[1]
Formula: C21H26N4O3S3
Source: the OMol25 dataset
Level of theory: ωB97M-V/def2-TZVPD

## Properties
HOMO energy (eV): -7.7
Energy above the lowest of the compared OMol25 structures with the same formula, charge and spin (eV): 0.153
LUMO (eV): 0.265
SMILES string: CCCCN(CC)C(=O)CSc1nc2c(sc(=S)n2-c2ccc(OCC)cc2)c(=O)[nH]1

ORCA input file:
```
! wB97M-V def2-TZVPD RIJCOSX def2/J DEFGRID3
* xyz 0 1
C -2.4804 -1.3651 4.2739
H -3.0300 -2.1691 3.7907
C -1.0109 -1.3724 3.8678
C -0.7904 -1.0677 2.3865
H -1.2959 -0.1335 2.1280
H 0.2785 -0.9348 2.2106
C -1.2820 -2.1935 1.4751
N -1.0802 -1.8811 0.0671
C 0.0979 -2.2216 -0.4871
O 1.0008 -2.7265 0.1509
C 0.2589 -1.9306 -1.9820
H 0.3645 -0.8605 -2.1616
H -0.5476 -2.3497 -2.5793
S 1.7830 -2.7337 -2.5462
C 2.9135 -1.8076 -1.5946
N 2.5843 -0.6060 -1.2366
C 3.4949 0.0536 -0.4935
C 4.7246 -0.4608 -0.1388
C 5.1256 -1.7743 -0.5527
O 6.1593 -2.3605 -0.3442
N 4.0996 -2.3833 -1.3126
H 4.2789 -3.3350 -1.6127
S 5.6247 0.6857 0.8109
C 4.3005 1.8497 0.6937
S 4.3035 3.3179 1.4072
N 3.2762 1.3256 -0.0487
C 2.0843 2.0325 -0.3481
C 0.8590 1.4441 -0.0847
C -0.3156 2.1063 -0.3954
C -0.2741 3.3744 -0.9684
C 0.9698 3.9581 -1.2269
C 2.1380 3.2967 -0.9245
H 3.0905 3.7572 -1.1303
H 0.9898 4.9411 -1.6687
O -1.3506 4.1300 -1.3002
C -2.6572 3.6119 -1.1528
C -3.0305 2.6386 -2.2679
H -2.9476 3.1354 -3.2310
H -2.3675 1.7767 -2.2703
H -4.0536 2.2990 -2.1328
H -3.3042 4.4920 -1.2002
H -2.7820 3.1473 -0.1670
H -1.2538 1.6255 -0.1688
H 0.8222 0.4639 0.3631
C -2.1838 -1.2623 -0.6353
C -3.1763 -2.2891 -1.1808
H -3.5947 -2.8835 -0.3726
H -2.6923 -2.9645 -1.8814
H -3.9892 -1.7812 -1.6926
H -2.6987 -0.6062 0.0722
H -1.8002 -0.6449 -1.4493
H -2.3447 -2.3823 1.6300
H -0.7208 -3.1038 1.6987
H -0.4812 -0.6190 4.4539
H -0.5708 -2.3433 4.1029
H -2.9455 -0.4178 4.0087
H -2.5707 -1.4981 5.3490
*
```

These are the Löwdin partial charges, in e, on atoms 1 to 6: C -0.11; H 0.06; C -0.26; C -0.19; H 0.11; H 0.11

[2]
Formula: C29H23AsO7PtS
Source: the OMol25 dataset
Level of theory: ωB97M-V/def2-TZVPD

## Properties
HOMO energy (alpha / beta) (eV): -1.1 / -2.2
Energy above the lowest of the compared OMol25 structures with the same formula, charge and spin (eV): 0.000
LUMO (alpha / beta) (eV): 4.360 / 4.264
<S²>: 2.032

ORCA input file:
```
! wB97M-V def2-TZVPD RIJCOSX def2/J DEFGRID3
* xyz -2 3
Pt 0.0686 0.7334 -0.1723
O 0.4848 4.8912 1.7384
As 0.2523 4.0123 0.1872
O -0.2040 5.2146 -0.8219
O -0.7289 2.7075 0.5772
C 2.0138 3.1992 -0.0080
C 2.8534 3.3388 1.0869
C 4.0206 2.5881 1.2027
C 4.3557 1.6953 0.2061
C 3.5317 1.5559 -0.9046
C 2.3541 2.2758 -1.0107
S 1.4379 2.0727 -2.5550
O 2.0647 0.9542 -3.2394
O 1.5652 3.3455 -3.2204
O 0.0409 1.7501 -2.1422
H 0.1021 5.7504 1.5180
H 2.5651 4.0160 1.8792
H 4.6421 2.6920 2.0842
H 5.2529 1.0922 0.2873
H 3.7786 0.8623 -1.6964
C -1.5908 -3.4018 0.7441
C -1.2235 -2.6030 -0.4884
O -1.9865 -1.7743 -0.9260
C 0.1244 -2.8401 -1.1008
C 0.6232 -1.9154 -2.0147
C 1.8918 -2.0839 -2.5542
C 2.6529 -3.1881 -2.1977
C 2.1591 -4.1192 -1.2925
C 0.9018 -3.9380 -0.7372
H -2.5063 -2.9861 1.1563
H -0.8023 -3.3471 1.4962
H -1.7474 -4.4536 0.4881
H 0.0245 -1.0514 -2.2787
H 2.2727 -1.3232 -3.2209
H 3.6455 -3.3159 -2.6144
H 2.7591 -4.9751 -1.0060
H 0.5303 -4.6514 -0.0120
C 0.3748 -0.1043 1.5003
C 0.5834 -0.5331 2.6459
C 0.7496 -0.9777 3.9393
C 0.8372 0.0308 5.0043
C 1.5074 -0.1907 6.2175
C 1.6265 0.8128 7.1677
C 1.0893 2.0720 6.9364
C 0.4393 2.3153 5.7299
C 0.3144 1.3173 4.7813
C 0.8409 -2.4134 4.1932
C 0.4737 -3.0098 5.4120
C 0.5398 -4.3826 5.5916
C 0.9764 -5.2150 4.5682
C 1.3383 -4.6438 3.3512
C 1.2701 -3.2756 3.1654
H 1.9710 -1.1507 6.4026
H 2.1613 0.6118 8.0899
H 1.1900 2.8574 7.6762
H 0.0342 3.2975 5.5173
H -0.1698 1.5209 3.8339
H 0.0975 -2.3885 6.2135
H 0.2336 -4.8088 6.5409
H 1.0286 -6.2874 4.7131
H 1.6805 -5.2738 2.5373
H 1.5542 -2.8304 2.2184
*
```

These are the Löwdin partial charges, in e, on atoms 1 to 6: Pt 0.88; O -0.30; As 0.85; O -0.51; O -0.58; C -0.25

[3]
Formula: C4H7NO2
Source: the OMol25 dataset
Level of theory: ωB97M-V/def2-TZVPD

## Properties
HOMO energy (eV): -10.0
Energy above the lowest of the compared OMol25 structures with the same formula, charge and spin (eV): 1.571
LUMO (eV): 0.807
SMILES string: NC(=O)C[C@H]1CO1

ORCA input file:
```
! wB97M-V def2-TZVPD RIJCOSX def2/J DEFGRID3
* xyz 0 1
N -0.6306 -2.3575 0.5364
C 0.0432 -1.2954 -0.0087
O 0.6538 -1.3687 -1.0614
C -0.2762 0.0522 0.6048
C 0.6766 1.1527 0.1894
C 0.3418 1.7950 -1.0706
O 0.0794 2.4439 0.1690
H -0.4162 -3.2751 0.1746
H -1.0217 -2.3205 1.4649
H -0.5088 0.0819 1.6755
H -1.2061 0.2686 0.0705
H 1.7119 1.1883 0.5384
H -0.5527 1.4185 -1.5648
H 1.1057 2.2162 -1.7180
*
```

These are the Löwdin partial charges, in e, on atoms 1 to 6: N 0.15; C -0.53; O 0.06; C -0.07; C -0.30; C -0.12

[4]
Formula: CH6P2S
Source: the OMol25 dataset
Level of theory: ωB97M-V/def2-TZVPD

## Properties
HOMO energy (eV): -7.7
Energy above the lowest of the compared OMol25 structures with the same formula, charge and spin (eV): 4.249
LUMO (eV): 0.083
SMILES string: C[SH](=P)=P

ORCA input file:
```
! wB97M-V def2-TZVPD RIJCOSX def2/J DEFGRID3
* xyz 0 1
C 0.4139 -0.6932 1.0168
P 1.3390 1.2582 -1.1966
P -2.1039 -0.1673 -0.7873
S -0.2472 0.5655 -0.0373
H 1.5095 -0.9731 0.4834
H 0.7452 -0.3442 1.9609
H -0.3869 -1.3461 1.1140
H 0.3852 1.3929 -2.1736
H -1.2635 -1.3310 -1.1505
H -0.3913 1.6383 0.7701
*
```

These are the Löwdin partial charges, in e, on atoms 1 to 6: C -0.38; P 0.34; P 0.34; S 0.06; H 0.11; H 0.03